The following is a quantum chemistry calculation of 3 unconnected molecules or ions with the total composition H6O3, from the OMol25 dataset.

Output
frontier orbital gap	0.4002	Ha
relative energy (zero: lowest compared OMol25 entry of this formula, charge and spin)	0.3768	eV
E_HOMO	-10.36	eV
strongest force on any atom	0.90	eV/Å
charge	0

Each line ends with the natural charge from an NBO analysis.
Element x y z (Å)
O 2.0477 -1.2010 0.4320  -0.96
H 2.7594 -1.0638 -0.1933  0.45
H 1.6616 -0.3332 0.5502  0.49
O 0.3269 0.7235 0.7909  -0.96
H -0.5271 0.6040 0.3756  0.50
H 0.3044 1.6173 1.1329  0.47
O -1.8132 -0.0191 -1.0064  -0.95
H -2.3094 -0.5883 -0.4183  0.48
H -2.4502 0.2607 -1.6638  0.48